C6H5IN2S | wB97M-V/def2-TZVPD

Positions of all 15 atoms, in Å:
I1 -3.109 -1.512 0.641
N1 -3.241 0.527 0.527
C1 -2.337 1.355 0.725
N2 -1.226 1.278 1.421
C2 -0.168 0.620 1.241
C3 0.310 0.045 -0.040
C4 1.533 -0.665 -0.280
C5 1.506 -1.389 -1.388
S1 0.055 -1.194 -2.254
C6 -0.518 -0.108 -1.097
H1 -2.676 2.470 0.509
H2 0.419 0.792 2.180
H3 2.327 -0.522 0.399
H4 2.357 -1.826 -1.846
H5 -1.610 -0.028 -1.276

Force components x, y, z for each atom (eV/Å):
I 0.293 0.298 0.516
N -2.409 -1.277 -1.293
C -1.346 3.403 -0.499
N 0.836 -0.413 1.020
C 1.531 1.470 0.576
C -0.357 -0.223 1.014
C -0.948 1.223 1.609
C 0.592 -0.240 -1.307
S 0.556 0.029 -0.311
C -2.527 -0.995 -1.340
H 0.718 -2.035 0.256
H 0.596 -1.174 -1.231
H 1.032 -0.288 0.454
H 0.452 -0.674 -0.225
H 0.983 0.895 0.762

Values from the calculation:
* E_HOMO: -8.83 eV
* DFT total energy: -1036.9312 a.u.
* multiplicity: 1
* SMILES: I/N=C\N=C/c1ccsc1
* Kohn-Sham gap: 8.6 eV

C14H20N2O | wB97M-V/def2-TZVPD

Positions of all 37 atoms, in Å:
C1 -0.011 0.252 -0.608
C2 1.270 0.058 -1.106
N1 1.722 -1.193 -1.477
C3 0.880 -2.355 -1.371
C4 3.129 -1.514 -1.467
C5 3.946 -0.366 -1.994
C6 3.560 0.942 -1.357
N2 2.126 1.109 -1.341
C7 1.718 2.469 -1.107
H1 -0.339 1.272 -0.463
H2 -0.688 -0.590 -0.653
H3 -0.087 -2.213 -1.870
H4 1.391 -3.182 -1.879
H5 0.705 -2.644 -0.322
H6 3.427 -1.782 -0.441
H7 3.275 -2.391 -2.107
H8 5.006 -0.555 -1.831
H9 3.783 -0.286 -3.072
H10 3.937 1.025 -0.325
H11 3.975 1.771 -1.942
H12 0.736 2.688 -1.543
H13 1.702 2.715 -0.033
H14 2.445 3.119 -1.608
O1 -0.226 0.665 2.075
C8 -1.060 -0.215 1.857
C9 -2.547 -0.029 2.066
C10 -3.430 -1.123 2.130
C11 -4.804 -0.901 2.257
C12 -5.305 0.411 2.270
C13 -4.418 1.498 2.276
C14 -3.045 1.279 2.162
H15 -0.772 -1.265 1.568
H16 -3.010 -2.131 2.080
H17 -5.490 -1.748 2.317
H18 -6.378 0.584 2.379
H19 -4.788 2.520 2.345
H20 -2.337 2.109 2.135

Force components x, y, z for each atom (eV/Å):
C 1.966 -0.181 -1.811
C -2.081 0.222 0.710
N 0.143 -0.381 -0.779
C -0.214 -0.052 0.080
C -0.058 0.029 0.318
C 0.280 0.012 -0.328
C -0.125 0.042 0.340
N 0.224 0.286 -0.645
C -0.139 0.194 0.121
H -0.265 -0.395 0.184
H -0.170 0.331 0.198
H 0.199 0.086 0.154
H -0.192 0.147 0.184
H -0.086 -0.041 -0.112
H 0.266 -0.052 -0.023
H 0.069 0.086 0.175
H 0.089 -0.028 -0.022
H -0.002 -0.025 0.014
H 0.256 -0.065 -0.077
H 0.072 -0.121 0.181
H 0.160 -0.172 0.131
H -0.099 0.074 -0.145
H -0.168 -0.046 0.186
O -1.778 -1.721 -0.102
C 0.740 0.785 1.346
C 0.030 0.296 -0.271
C 0.387 0.509 -0.086
C 0.037 0.239 -0.218
C 0.451 -0.151 0.576
C 0.081 -0.255 -0.229
C -0.142 -0.288 0.013
H 0.007 0.723 0.138
H -0.258 0.224 0.005
H 0.201 0.269 -0.040
H 0.330 -0.069 -0.143
H -0.004 -0.278 -0.036
H -0.203 -0.236 0.014

Values from the calculation:
* E_HOMO: -6.87 eV
* DFT total energy: -730.1537 a.u.
* multiplicity: 1
* SMILES: C=C1N(C)CCCN1C.O=Cc1ccccc1
* Kohn-Sham gap: 7.2 eV

C3H4P2 | wB97M-V/def2-TZVPD

Positions of all 9 atoms, in Å:
C1 -0.559 0.535 -0.934
C2 2.722 0.194 1.040
C3 -1.008 -0.496 -0.442
P1 -1.142 -2.048 0.328
P2 2.841 0.261 -0.532
H1 -0.294 1.516 -1.305
H2 2.879 0.378 2.103
H3 0.226 -1.725 0.733
H4 -0.929 -2.913 -0.834

Force components x, y, z for each atom (eV/Å):
C -1.173 -1.005 0.817
C -0.781 -0.456 4.567
C 1.080 2.800 -2.024
P 0.615 -0.630 0.471
P 0.530 0.309 -3.919
H -0.151 -0.624 0.144
H 0.223 0.125 -0.657
H -0.608 -1.236 -0.106
H 0.266 0.716 0.708

Values from the calculation:
* E_HOMO (alpha / beta): -6.55 / -9.28 eV
* DFT total energy: -799.1108 a.u.
* multiplicity: 3
* Kohn-Sham gap (alpha / beta): 6.7 / 6.5 eV

C3H2FOP | wB97M-V/def2-TZVPD

Positions of all 8 atoms, in Å:
C1 1.297 -1.306 1.223
C2 0.995 -0.217 0.771
C3 0.203 0.852 -0.124
O1 0.361 2.042 -0.262
P1 -1.509 0.037 -0.406
F1 -2.059 1.338 -1.177
H1 1.900 -2.123 1.688
H2 -1.187 -0.625 -1.714

Force components x, y, z for each atom (eV/Å):
C 1.267 0.106 0.365
C -0.671 0.975 -1.612
C -0.265 -0.701 2.199
O 0.619 -2.105 0.141
P 0.872 0.519 -2.173
F -0.647 -0.046 0.280
H -1.246 1.058 -0.659
H 0.071 0.195 1.458

Values from the calculation:
* E_HOMO: -10.02 eV
* DFT total energy: -631.8713 a.u.
* multiplicity: 1
* SMILES: C#CC(=O)PF
* Kohn-Sham gap: 9.6 eV

C4H6N2S | wB97M-V/def2-TZVPD

Positions of all 13 atoms, in Å:
C1 2.977 1.083 -0.261
C2 -0.204 -0.220 -0.363
C3 0.622 1.069 -0.322
C4 0.100 -1.305 0.604
N1 4.028 1.309 0.197
N2 1.954 0.812 -0.904
S1 1.729 -2.133 0.144
H1 -1.215 -0.082 -0.181
H2 -0.179 -0.660 -1.309
H3 0.143 1.865 -1.027
H4 0.620 1.660 0.611
H5 0.195 -1.219 1.645
H6 -0.720 -2.155 0.656

Force components x, y, z for each atom (eV/Å):
C 3.319 0.824 1.564
C 0.295 0.674 1.183
C -0.065 1.548 -1.500
C 1.094 -4.122 -0.172
N 0.280 0.232 0.402
N -4.374 -2.114 -0.835
S -1.150 1.653 -0.267
H -2.232 1.255 0.184
H 0.404 -0.414 -1.765
H 0.530 -1.642 0.678
H 0.314 -0.940 0.176
H 0.212 1.580 1.406
H 1.373 1.467 -1.055

Values from the calculation:
* E_HOMO (alpha / beta): -8.60 / -8.52 eV
* DFT total energy: -663.5192 a.u.
* multiplicity: 1
* Kohn-Sham gap (alpha / beta): 4.9 / 4.8 eV

C17H48BN2O18P4 | wB97M-V/def2-TZVPD

Positions of all 90 atoms, in Å:
C1 3.517 0.678 -5.206
O1 4.535 0.781 -6.213
B1 5.094 1.995 -6.365
O2 6.468 2.111 -6.386
C2 4.231 3.327 -6.595
C3 4.819 4.487 -7.310
N1 3.864 5.276 -7.641
C4 2.527 4.769 -7.273
N2 1.496 5.148 -8.236
C5 2.820 3.265 -7.290
H1 3.810 0.019 -4.394
H2 2.650 0.211 -5.671
H3 3.199 1.632 -4.781
H4 6.800 2.730 -5.731
H5 4.012 3.719 -5.582
H6 5.873 4.648 -7.498
H7 4.045 6.149 -8.125
H8 2.211 5.080 -6.273
H9 0.695 5.456 -7.698
H10 1.765 5.969 -8.770
H11 3.044 2.960 -8.309
H12 2.188 2.618 -6.697
C6 -1.352 -3.310 -3.811
O3 -0.398 -3.091 -2.756
P1 -0.325 -1.573 -2.120
O4 0.142 -0.840 -3.343
O5 0.880 -1.970 -1.109
C7 1.677 -3.141 -1.289
O6 -0.657 -0.260 -1.175
C8 -2.044 0.142 -1.077
H13 -1.346 -4.372 -4.044
H14 -2.354 -3.019 -3.502
H15 -1.061 -2.749 -4.697
H16 2.120 -3.169 -2.284
H17 1.087 -4.037 -1.116
H18 2.473 -3.106 -0.546
H19 -2.639 -0.653 -0.628
H20 -2.437 0.388 -2.065
H21 -2.100 1.024 -0.446
C9 3.530 -2.195 4.277
O7 2.668 -1.474 3.379
P2 1.229 -0.973 3.986
O8 0.546 -2.245 4.336
O9 0.758 -0.339 2.590
C10 1.273 -0.739 1.313
O10 0.327 0.164 4.764
C11 0.826 0.637 6.031
H22 4.474 -2.366 3.764
H23 3.718 -1.625 5.186
H24 3.085 -3.157 4.531
H25 1.177 -1.810 1.175
H26 2.316 -0.437 1.217
H27 0.701 -0.231 0.554
H28 1.792 1.130 5.912
H29 0.918 -0.191 6.738
H30 0.112 1.356 6.422
C12 -3.345 6.212 -0.269
O11 -4.767 6.031 -0.273
P3 -5.338 4.586 0.317
O12 -4.744 3.681 -0.724
O13 -6.856 5.022 -0.009
C13 -7.223 6.094 -0.871
O14 -5.972 3.410 1.304
C14 -5.213 3.055 2.476
H31 -3.142 7.233 -0.584
H32 -2.930 6.059 0.727
H33 -2.879 5.523 -0.972
H34 -6.770 5.981 -1.856
H35 -6.944 7.051 -0.437
H36 -8.306 6.067 -0.975
H37 -5.112 3.906 3.150
H38 -4.223 2.687 2.192
H39 -5.750 2.263 2.990
C15 -0.902 -4.737 5.127
O15 -1.244 -5.402 6.365
P4 -0.809 -6.969 6.492
O16 -1.563 -7.640 5.406
O17 -1.450 -7.157 7.953
C16 -2.510 -6.350 8.455
O18 0.364 -8.055 6.875
C17 1.662 -7.835 6.297
H40 -1.154 -3.687 5.226
H41 0.161 -4.824 4.921
H42 -1.476 -5.164 4.306
H43 -3.364 -6.356 7.778
H44 -2.169 -5.331 8.621
H45 -2.813 -6.772 9.411
H46 2.085 -6.886 6.632
H47 1.601 -7.848 5.205
H48 2.312 -8.642 6.622

Force components x, y, z for each atom (eV/Å):
C -1.077 -0.720 -0.507
O 0.026 0.400 0.687
B 0.715 -0.021 -0.460
O -0.212 -0.085 0.113
C -0.239 -0.415 0.281
C -0.635 -0.755 0.889
N 0.715 0.667 -0.309
C -1.448 -0.930 -1.109
N 0.394 0.514 0.410
C 1.856 0.647 1.023
H 0.426 0.075 -0.045
H -0.117 0.059 0.094
H 0.187 0.122 -0.039
H 0.312 0.171 -0.182
H 0.203 0.025 0.076
H -0.028 0.329 -0.167
H -0.254 0.116 0.041
H 0.617 0.192 0.191
H -0.247 -0.114 -0.202
H 0.010 -0.074 -0.193
H -0.777 -0.316 -0.126
H -0.520 0.045 -0.411
C 0.021 -0.111 -0.311
O -2.843 0.301 1.547
P 7.131 1.950 -2.149
O -1.136 -0.134 -0.156
O -0.739 -0.416 -0.239
C 0.147 -0.049 0.131
O -2.663 -1.993 0.433
C -0.050 0.120 -0.092
H 0.049 -0.018 0.147
H -0.033 -0.065 -0.038
H 0.037 0.118 0.082
H -0.057 -0.008 -0.040
H 0.020 -0.039 -0.072
H -0.043 0.160 0.028
H -0.052 0.084 0.068
H 0.009 0.030 0.019
H 0.122 -0.001 0.005
C 0.116 -0.296 -0.032
O 0.643 1.842 2.209
P -4.496 -2.407 -4.116
O 0.898 0.229 0.915
O 0.441 0.341 -0.008
C 0.145 0.142 0.380
O 2.937 0.432 0.877
C -0.164 -0.132 0.130
H -0.039 0.109 -0.072
H 0.070 -0.028 0.011
H -0.112 0.056 0.024
H 0.007 -0.055 0.113
H 0.042 -0.106 0.016
H -0.203 0.059 0.125
H -0.031 0.054 0.029
H -0.013 0.029 0.011
H -0.054 -0.019 -0.073
C 0.168 0.053 -0.256
O 0.954 0.171 3.164
P -3.637 -2.690 -6.789
O 1.203 0.272 1.032
O -0.003 0.438 0.591
C -0.140 0.032 -0.032
O 1.576 2.078 2.271
C 0.047 -0.206 -0.103
H -0.125 0.028 0.058
H 0.073 0.068 -0.020
H -0.072 -0.106 0.052
H 0.072 0.011 0.015
H 0.043 0.032 -0.070
H -0.001 -0.156 0.072
H -0.031 -0.059 0.069
H -0.015 -0.010 0.022
H -0.067 0.001 -0.070
C -0.282 0.057 -0.245
O 2.800 -0.120 0.006
P -5.138 -3.104 0.993
O 0.873 0.518 -0.512
O 0.347 0.318 0.176
C -0.092 -0.033 0.041
O 1.298 2.624 -0.425
C -0.048 -0.168 -0.143
H 0.090 -0.008 0.185
H 0.018 0.133 -0.027
H 0.027 -0.169 0.071
H 0.019 0.046 -0.053
H -0.046 0.046 -0.063
H 0.066 -0.128 -0.043
H 0.053 -0.034 0.016
H 0.025 -0.010 0.015
H -0.070 -0.036 0.044

Values from the calculation:
* E_HOMO: -10.42 eV
* DFT total energy: -3530.4492 a.u.
* net charge: +1
* multiplicity: 1
* Kohn-Sham gap: 6.0 eV